Entry 1:
Here is 2 unconnected molecules or ions with the total composition CH2FNOS from the Open Molecules 2025 dataset. Energies are from the ωB97M-V functional and the def2-TZVPD basis.

Atoms and positions in Å:
O: 2.1699 -1.0732 -1.8998
C: 1.4597 -1.0204 -0.9696
N: 0.8369 -0.8276 -0.0047
S: -0.4097 -0.2359 0.9052
H: -1.4068 -0.5049 0.0300
F: 1.9197 1.2921 -0.5796
H: 2.4770 1.4194 -1.1693

Forces on atoms 1 to 3 (eV/Å):
O 0.2 -0.6 -0.4
C 0.9 0.5 -1.4
N -1.4 -0.9 1.9

energy above the lowest of the compared OMol25 structures with the same formula, charge and spin = 126.1 kJ/mol
SMILES = O=C=NS.F
maximum force = 9.002 eV/A
Kohn-Sham gap = 9.69 eV

---

Entry 2:
Here is a molecular structure, CH2FO4S from the Open Molecules 2025 dataset. Energies are from the ωB97M-V functional and the def2-TZVPD basis.

Atoms and positions in Å:
C: 0.4251 0.0409 -0.5132
O: -1.6522 -0.9330 0.7592
O: -1.7215 1.2575 -0.2126
O: -0.4820 1.0058 1.8520
O: 1.2346 -0.8464 0.2600
F: 2.4216 -1.4255 -0.7144
S: -0.9787 0.3579 0.6586
H: -0.1376 -0.3350 -1.3150
H: 0.8907 0.8777 -0.7746

Forces on atoms 1 to 3 (eV/Å):
C -0.3 -3.8 3.2
O 0.9 0.4 0.6
O 0.1 0.4 -0.2

energy above the lowest of the compared OMol25 structures with the same formula, charge and spin = 422.6 kJ/mol
total charge = -1
maximum force = 4.990 eV/A
Kohn-Sham gap = 8.06 eV

---

Entry 3:
Here is 2 unconnected molecules or ions with the total composition CH2FO4S from the Open Molecules 2025 dataset. Energies are from the ωB97M-V functional and the def2-TZVPD basis.

Atoms and positions in Å:
C: -0.2445 1.0538 -0.1174
O: 1.3768 1.1967 2.0072
O: 1.9929 -0.2491 0.0836
O: 0.2364 -0.9288 1.6254
O: -1.1794 1.7413 0.1830
F: -0.8535 -0.7302 -0.5161
S: 0.9632 0.3087 1.0121
H: 0.2058 1.2323 -1.1655
H: -0.4441 -1.3289 0.9375

Forces on atoms 1 to 3 (eV/Å):
C 6.4 -1.6 -1.9
O 0.4 1.3 2.8
O -1.6 1.3 1.9

energy above the lowest of the compared OMol25 structures with the same formula, charge and spin = 165.0 kJ/mol
2S+1 = 3
total charge = -1
maximum force = 6.890 eV/A
<S²> = 2.01
Kohn-Sham gap (alpha / beta) = 4.96 / 7.32 eV

---

Entry 4:
Here is a single CH2FPS molecule from the Open Molecules 2025 dataset. Energies are from the ωB97M-V functional and the def2-TZVPD basis.

Atoms and positions in Å:
F: -1.9455 0.2363 -0.2069
P: -0.6582 -0.8410 0.0962
C: 0.6409 0.3358 -0.3042
S: 2.2132 -0.1300 -0.0828
H: -0.7381 -0.7041 1.4342
H: 0.4877 1.1029 -0.9366

Forces on atoms 1 to 3 (eV/Å):
F 1.1 -1.4 0.3
P -1.8 1.4 -2.1
C 2.8 -3.6 1.9

energy above the lowest of the compared OMol25 structures with the same formula, charge and spin = 85.4 kJ/mol
SMILES = FPC=S
maximum force = 4.971 eV/A
Kohn-Sham gap = 8.12 eV

---

Entry 5:
Here is a single CH2FPS2 molecule from the Open Molecules 2025 dataset. Energies are from the ωB97M-V functional and the def2-TZVPD basis.

Atoms and positions in Å:
F: -1.2408 1.1856 0.1772
C: -0.3283 1.1588 1.0785
S: -0.0011 2.1191 2.2489
S: 0.8503 -0.7285 0.7244
P: -0.2200 -1.0117 -1.0654
H: 0.3069 -2.2630 -1.2489
H: 0.6331 -0.4603 -1.9148

Forces on atoms 1 to 3 (eV/Å):
F -0.6 0.4 -0.4
C 2.2 -3.5 -0.2
S 0.1 0.8 0.7

energy above the lowest of the compared OMol25 structures with the same formula, charge and spin = 146.5 kJ/mol
SMILES = FC(=S)SP
maximum force = 4.110 eV/A
Kohn-Sham gap = 8.76 eV

---

Entry 6:
Here is 2 unconnected molecules or ions with the total composition CH2I2O from the Open Molecules 2025 dataset. Energies are from the ωB97M-V functional and the def2-TZVPD basis.

Atoms and positions in Å:
C: -0.1317 -0.3975 -0.3403
O: 0.3514 0.4829 0.4907
I: -3.3519 0.0827 -0.0187
I: -0.2100 -2.4439 0.0143
H: -0.3429 -0.3169 -1.3812
H: 0.8774 0.0604 1.2649

Forces on atoms 1 to 3 (eV/Å):
C -1.5 -1.6 1.0
O 1.5 -0.8 0.9
I 1.0 -0.1 -0.2

energy above the lowest of the compared OMol25 structures with the same formula, charge and spin = 179.4 kJ/mol
maximum force = 2.393 eV/A
Kohn-Sham gap (alpha / beta) = 7.69 / 5.71 eV

---

Q: What is the formula in the second record?
A: CH2FO4S

---

What did the fifth record say?
Here is a single CH2FPS2 molecule from the Open Molecules 2025 dataset. Energies are from the ωB97M-V functional and the def2-TZVPD basis.

Atoms and positions in Å:
F: -1.2408 1.1856 0.1772
C: -0.3283 1.1588 1.0785
S: -0.0011 2.1191 2.2489
S: 0.8503 -0.7285 0.7244
P: -0.2200 -1.0117 -1.0654
H: 0.3069 -2.2630 -1.2489
H: 0.6331 -0.4603 -1.9148

Forces on atoms 1 to 3 (eV/Å):
F -0.6 0.4 -0.4
C 2.2 -3.5 -0.2
S 0.1 0.8 0.7

energy above the lowest of the compared OMol25 structures with the same formula, charge and spin = 146.5 kJ/mol
SMILES = FC(=S)SP
maximum force = 4.110 eV/A
Kohn-Sham gap = 8.76 eV

---

Q: Which value of maximum force does entry 1 give?
A: 9.002 eV/A

---

Q: energy above the lowest of the compared OMol25 structures with the same formula, charge and spin of number 4 (CH2FPS)?
A: 85.4 kJ/mol